(1)
{"formula": "C3H6N2", "method": "the ωB97M-V functional and the def2-TZVPD basis", "homo_ev": -9.399, "e_above_lowest_kcal_mol": 44.5, "mol_weight_g_mol": 70.1, "orbital_gap_ev": 10.47, "energy_ev": -6186.6172, "total_charge": 0, "species": ["H", "H", "N", "H", "H", "C", "C", "H", "H", "N", "C"], "coordinates": [[0.34745, 1.40684, 0.81027], [2.17968, -0.82230, -0.51964], [0.14015, -0.18222, -0.65823], [-2.93441, 0.03740, 0.10823], [-1.34709, -1.59537, -0.02637], [-1.09554, -0.49750, -0.13855], [1.34504, -0.45720, 0.13062], [1.31846, 1.66452, -0.71885], [1.16601, -0.95167, 1.10511], [-1.97764, 0.45514, -0.03146], [0.85789, 0.94235, -0.06113]], "atomic_forces_ev_per_a": [[0.386, -0.365, -0.721], [-0.694, 0.271, 1.017], [0.913, 0.099, 0.661], [1.313, 0.493, 0.201], [0.532, 1.134, -0.103], [-2.583, 0.830, -0.549], [0.388, -0.541, -0.713], [0.184, -0.249, -0.181], [0.436, 0.418, -0.633], [-0.061, -2.157, 0.049], [-0.814, 0.066, 0.973]]}

***

(2)
{"formula": "C4H13NSSi", "method": "the ωB97M-V functional and the def2-TZVPD basis", "homo_ev": -8.430, "e_above_lowest_kcal_mol": 42.5, "mol_weight_g_mol": 135.3, "orbital_gap_ev": 9.27, "energy_ev": -24561.4550, "total_charge": 0, "species": ["H", "H", "H", "H", "C", "H", "H", "C", "H", "C", "C", "H", "Si", "H", "H", "S", "H", "H", "H", "N"], "coordinates": [[2.24025, -0.43754, 2.21211], [-2.74696, 1.12942, 0.93200], [1.43884, 1.40652, -1.54799], [1.60242, 1.20796, 1.87771], [1.03042, -1.98782, -0.73769], [1.77924, -2.10972, -1.46607], [2.89781, 0.74367, 0.72537], [0.53092, 0.99734, -1.17750], [-3.79497, 0.64530, -0.63418], [-2.84551, 0.77981, -0.06197], [2.09103, 0.40746, 1.41115], [0.03052, 0.80836, -2.11726], [0.78364, -0.34473, 0.14312], [-2.04163, 1.27710, -0.72437], [-0.03198, -2.03544, -1.00980], [-2.20460, -0.95477, 0.09924], [0.08948, 1.92398, -0.85053], [-1.18293, -0.35512, 1.97311], [1.21843, -2.82273, -0.01758], [-0.88442, -0.27903, 0.97112]], "atomic_forces_ev_per_a": [[0.566, 1.757, -1.609], [-0.881, 0.745, 0.720], [1.576, -0.042, -0.215], [-0.533, 1.346, 0.647], [-0.899, -0.227, 2.932], [0.469, 0.322, -1.364], [0.031, -0.451, 1.107], [0.009, 0.114, -0.231], [0.332, 0.954, 0.970], [0.978, -1.566, -3.479], [-0.830, -3.537, -0.977], [-0.513, -0.779, -0.108], [-1.006, 1.754, 1.060], [-1.602, -0.540, 1.071], [0.359, -0.636, -0.894], [0.187, 1.546, 0.096], [-0.577, 0.169, 0.837], [1.392, 0.083, -1.192], [-0.327, 0.641, -0.292], [1.270, -1.650, 0.923]]}

***

(3)
{"formula": "CH8NS", "method": "the ωB97M-V functional and the def2-TZVPD basis", "homo_ev": -12.583, "e_above_lowest_kcal_mol": 10.5, "mol_weight_g_mol": 66.1, "orbital_gap_ev": 8.08, "energy_ev": -13484.9561, "total_charge": 1, "species": ["H", "H", "H", "S", "N", "H", "H", "H", "C", "H", "H"], "coordinates": [[1.48914, 0.24243, -0.19360], [-0.78664, 2.58971, 2.65526], [1.88621, -0.91123, -1.45216], [-0.52023, -0.71505, -1.04116], [-0.23738, 1.87749, 2.16594], [1.48332, -1.52183, 0.10456], [-0.85310, 1.45097, 1.46110], [-0.65563, -2.04601, -1.08482], [1.24080, -0.73033, -0.59211], [0.61769, 2.26640, 1.76626], [0.02724, 1.10842, 2.78974]], "atomic_forces_ev_per_a": [[0.141, 0.208, 0.193], [0.260, -0.001, 0.149], [-0.202, 0.205, -0.127], [0.201, 0.044, 0.205], [-0.404, -0.595, 0.074], [-0.181, 0.062, 0.422], [0.277, 0.094, -0.369], [-0.154, 0.033, 0.023], [0.259, -0.397, -0.587], [-0.150, 0.131, -0.220], [-0.047, 0.218, 0.236]]}

***

Q: What is the formula in the third record?
A: CH8NS